Entry 1:
12
Properties=species:S:1:pos:R:3:forces:R:3 method="wB97M-V/def2-TZVPD" e_tot_ha=-302.50815 homo_lumo_gap_ev=9.679 smiles="C=CN(N)C=O" homo_energy_ev=-9.1 e_above_lowest_kcal_mol=116.1
H -1.3864 1.5831 0.9884 -0.31 1.50 0.18
H -1.2655 1.8800 -0.8127 -1.70 -1.57 3.67
O -2.0043 -1.5394 -0.0396 0.75 0.09 0.45
N -1.6987 1.2465 0.0926 4.71 -0.81 -3.65
C 1.7218 -0.5602 0.0927 3.90 -0.70 1.33
H 0.8757 1.3891 -0.5494 0.74 -2.58 0.63
H 0.0788 -1.6759 -0.3609 -2.37 0.38 0.74
H 1.5410 -1.4595 0.7030 0.45 0.44 -0.56
C 0.7495 0.2596 -0.1501 1.96 7.99 -1.51
N -0.5529 0.1600 0.0871 -3.13 2.52 0.80
H 2.8204 -0.2159 -0.0155 -2.15 -0.71 -0.14
C -0.8794 -1.0672 -0.0357 -2.85 -6.57 -1.93


Entry 2:
55
Properties=species:S:1:pos:R:3:forces:R:3 method="wB97M-V/def2-TZVPD" e_tot_ha=-1413.97934 homo_lumo_gap_ev=8.426 smiles="COC(=O)c1cc(OC)c(OC)cc1NC(=O)CCCCCN1C(=O)CCC1=O" homo_energy_ev=-8.0 e_above_lowest_kcal_mol=10.3
H -2.7960 -2.4783 3.4000 -0.11 0.12 -0.04
H -0.0715 -0.7049 -5.2209 0.05 0.01 0.01
C 1.1206 -0.3139 -2.7070 -0.06 -0.11 -0.40
C -3.3435 -1.8217 2.7191 -0.25 -0.28 -0.12
H 3.7221 3.9845 -2.7921 -0.03 0.00 0.00
C 2.8006 4.1268 -3.3661 0.06 0.14 0.07
H -0.0934 -4.4015 -0.0638 0.07 0.10 -0.04
N -2.6463 -0.5526 2.7607 -0.15 -0.38 -0.01
C 2.5167 2.6051 2.4158 0.01 -0.11 0.45
C 0.9599 -0.4827 -5.5088 -0.11 -0.28 -0.13
C 2.0532 2.0455 -1.6074 -0.01 -0.01 -0.28
H -2.2498 -2.9827 -0.3768 0.01 0.06 -0.09
H -0.4927 -2.1531 1.9503 -0.01 -0.04 0.13
C -1.0446 1.0399 3.3627 0.22 0.10 0.08
N 0.8577 -1.2705 -0.4955 0.05 0.13 0.50
O 2.3601 2.3457 1.0298 -0.02 -0.08 -0.38
H 2.7626 1.6863 2.9520 -0.01 0.15 -0.03
C 1.9685 1.9388 -2.9740 -0.02 -0.04 -0.06
C 1.2084 -0.2114 -1.3175 0.18 0.49 -0.03
O 2.3090 2.9078 -3.8655 -0.12 -0.29 -0.09
C -1.5902 -0.3417 3.6253 0.16 0.29 0.12
H -0.0273 0.9158 2.9855 -0.12 0.02 0.11
H 2.0588 4.6345 -2.7408 0.02 -0.02 0.00
C -3.4201 -2.4241 1.3142 0.09 0.23 -0.08
C -0.8972 -2.9254 1.2949 -0.05 0.06 -0.28
H 1.5934 -1.3425 -5.2729 -0.03 0.04 0.01
H -2.5257 2.5147 2.6942 -0.03 -0.04 -0.06
O 0.2807 -2.9053 -1.9850 -0.07 -0.07 -0.28
C 1.7943 1.1773 0.6866 -0.05 -0.07 0.28
H 1.5950 3.0251 2.8255 0.07 -0.03 -0.01
H 1.1324 -3.5562 0.8935 0.05 -0.06 -0.02
C 0.1961 -3.4318 0.3451 -0.07 -0.09 0.06
C 1.4875 0.7269 -3.5384 0.11 0.27 0.23
C 1.6798 0.9905 -0.7546 -0.08 -0.18 -0.33
O 1.4289 0.6913 -4.8831 0.12 0.30 0.35
C -2.9739 0.5446 1.9982 0.19 0.39 0.04
O 1.4217 0.3778 1.5354 0.14 0.09 -0.08
C 0.4403 -2.5222 -0.8454 0.03 -0.34 0.27
O -3.8949 0.6023 1.2265 -0.19 -0.05 -0.14
H -0.9923 1.6050 4.2925 -0.04 -0.07 0.03
C -1.9810 1.6450 2.3248 0.04 0.13 -0.04
H 2.4106 2.9510 -1.1479 0.04 0.09 -0.05
H -1.4687 1.9424 1.4087 -0.06 -0.01 -0.02
H 3.0119 4.7377 -4.2420 0.00 0.00 0.10
H 3.3252 3.3272 2.5043 -0.07 -0.02 -0.02
H 0.9544 -1.0603 0.4973 -0.04 -0.10 -0.21
H -1.2040 -3.7606 1.9276 0.06 0.02 0.10
O -1.1970 -1.1503 4.4248 0.14 -0.10 0.13
H -1.9093 -1.3621 0.2067 0.01 0.00 -0.10
H -3.7531 -3.4577 1.4260 -0.03 -0.03 0.01
H 0.7587 -1.2406 -3.1161 0.00 0.01 -0.04
H -4.3588 -1.6825 3.1041 0.12 -0.04 0.04
H 1.0040 -0.2803 -6.5775 -0.02 -0.05 0.08
H -4.1741 -1.8851 0.7392 -0.04 -0.12 0.03
C -2.1079 -2.3873 0.5277 -0.14 -0.15 0.27